# 1
A molecular structure, C37H29F6N7O5S5Ti. Source: the OMol25 dataset; level of theory: ωB97M-V/def2-TZVPD.

XYZ file:
```
90
Properties=species:S:1:pos:R:3:forces:R:3
Ti -0.9763 2.0020 0.3794 -0.400 0.339 -0.050
S -0.1540 -1.8285 3.6418 -0.008 -0.046 0.033
C 0.4353 -3.0703 2.6648 0.003 0.002 0.023
C 1.4261 -3.9449 3.1975 0.005 0.005 -0.009
C 2.0215 -4.9261 2.4552 -0.005 -0.001 0.016
C 3.0290 -5.7557 3.0519 0.014 0.011 -0.013
N 3.8370 -6.4109 3.5418 -0.008 -0.006 0.005
C 1.6369 -5.1141 1.0916 0.001 0.021 -0.005
C 0.6651 -4.3187 0.5544 -0.019 -0.015 -0.012
C 0.0128 -3.2906 1.2960 0.024 0.026 0.054
S -1.1749 -2.3768 0.5355 -0.011 -0.073 -0.105
C 2.2574 -6.1259 0.2859 0.013 -0.028 0.038
N 2.7483 -6.9404 -0.3606 -0.006 0.018 -0.023
H 1.7222 -3.7990 4.2272 0.002 -0.001 -0.001
H 0.3667 -4.4556 -0.4767 -0.002 -0.005 0.001
F -2.3703 4.9837 3.5736 -0.001 0.009 0.003
C -1.9889 3.8744 4.1288 -0.008 -0.005 -0.003
F -3.0873 3.1774 4.2652 0.004 0.003 0.005
F -1.7678 2.8791 1.8431 0.033 -0.036 0.129
S -0.2249 5.0368 0.0912 0.060 -0.023 -0.016
O 0.1581 3.4873 0.2258 0.059 0.018 -0.120
O 1.0274 5.7460 -0.0945 0.002 0.001 0.006
N -0.8897 4.9655 -1.4735 -0.040 -0.039 0.009
S -2.0469 4.0651 -1.8393 0.079 0.079 -0.012
O -2.1822 2.8294 -0.9819 0.078 -0.065 0.092
O -2.2211 3.7970 -3.2323 -0.033 -0.007 0.010
C -3.6212 4.8844 -1.3360 -0.004 0.016 0.013
F -4.6710 4.0940 -1.5804 -0.001 -0.002 0.005
F -3.5973 5.1644 -0.0321 0.001 0.000 0.000
F -3.7854 6.0226 -2.0110 0.005 -0.005 -0.015
O 0.0572 0.9361 1.7945 0.008 -0.010 0.171
C 0.6775 1.5449 2.9553 -0.021 -0.073 -0.011
C 2.1568 1.7834 2.7400 -0.010 -0.029 -0.034
C 3.0135 0.5027 2.7352 -0.002 0.008 0.025
C 3.1936 -0.1261 1.3793 0.001 0.000 0.010
C 4.3823 0.0292 0.6711 0.001 -0.006 -0.004
C 4.5131 -0.5661 -0.5714 -0.001 -0.003 0.003
C 3.4492 -1.2953 -1.0745 0.003 0.002 0.008
C 2.2982 -1.3885 -0.3075 -0.005 -0.023 -0.030
N 2.1683 -0.8281 0.8922 -0.028 0.030 -0.006
H 0.1736 -0.0393 1.7948 0.183 0.025 -0.153
H 0.5119 0.8720 3.7982 -0.036 0.028 0.016
H 0.1348 2.4711 3.1262 0.039 0.014 -0.014
H 2.4913 2.4297 3.5556 -0.030 -0.011 0.021
H 2.2914 2.3559 1.8178 0.031 0.016 0.009
H 2.5517 -0.2406 3.3922 0.015 0.012 0.026
H 3.9993 0.7318 3.1429 0.008 0.003 -0.011
H 5.1914 0.6072 1.0992 -0.001 0.004 0.000
H 5.4292 -0.4598 -1.1387 -0.001 0.002 0.001
H 3.5017 -1.7825 -2.0384 0.000 -0.003 0.004
H 1.4321 -1.9310 -0.6728 0.009 0.006 -0.002
N -4.8311 -3.4739 2.1750 -0.004 0.028 -0.015
C -5.4465 -2.5030 1.4867 0.044 -0.032 -0.003
S -6.9972 -2.6000 0.9494 -0.032 0.009 0.004
C -4.5806 -1.3126 1.2537 -0.034 -0.006 0.049
C -3.7574 -0.8366 2.2611 -0.044 0.014 0.011
C -2.8616 0.1728 1.9691 0.013 -0.012 -0.037
N -2.7417 0.6876 0.7465 -0.149 0.055 0.075
C -3.6000 0.2952 -0.2007 0.028 -0.082 -0.012
C -4.5390 -0.6920 0.0114 0.039 0.003 -0.021
H -5.3261 -4.3339 2.3408 -0.003 -0.003 -0.004
H -3.8342 -3.4419 2.3285 0.033 0.008 -0.015
H -3.7772 -1.2567 3.2569 0.015 0.000 0.001
H -2.1862 0.5494 2.7218 -0.009 0.012 0.009
H -3.5077 0.7900 -1.1580 -0.004 0.026 -0.001
H -5.2031 -1.0072 -0.7804 -0.008 0.003 0.001
N -0.1852 0.9304 -0.9127 -0.024 -0.205 -0.238
C 0.3536 0.6429 -2.0202 0.137 -0.027 0.155
C -0.0648 -0.5461 -2.8172 -0.025 0.018 -0.003
C -1.3753 -1.0029 -2.7387 0.037 -0.023 -0.010
C -1.7652 -2.1422 -3.4206 -0.003 -0.008 0.011
C -0.8384 -2.8508 -4.1726 -0.005 -0.002 -0.004
C 0.4749 -2.4077 -4.2507 -0.002 0.003 0.006
C 0.8574 -1.2524 -3.5859 0.023 -0.013 -0.023
C 1.4583 1.5023 -2.5323 0.017 0.022 0.013
C 1.5793 1.7858 -3.8903 -0.003 0.026 -0.004
C 2.5503 2.6722 -4.3297 0.006 -0.001 -0.002
C 3.4104 3.2687 -3.4183 0.004 -0.001 -0.003
C 3.2961 2.9845 -2.0640 -0.002 0.001 -0.005
C 2.3205 2.1087 -1.6228 -0.013 -0.005 -0.018
H -2.0748 -0.4572 -2.1248 -0.016 0.004 0.005
H -2.7878 -2.4901 -3.3503 0.000 0.004 0.002
H -1.1377 -3.7509 -4.6946 0.000 -0.001 0.001
H 1.2018 -2.9626 -4.8301 0.001 0.002 -0.001
H 1.8796 -0.9011 -3.6484 -0.014 -0.012 -0.004
H 0.8923 1.3381 -4.5975 0.005 0.006 0.002
H 2.6248 2.9095 -5.3832 0.001 0.000 -0.001
H 4.1613 3.9686 -3.7625 0.001 0.002 0.001
H 3.9507 3.4651 -1.3489 0.005 0.001 0.003
H 2.2051 1.8921 -0.5691 -0.008 0.003 -0.007
```
Forces are in eV/Å.

As for the spin multiplicity: 2. For the electronic energy, the calculation gives -153108.5921 eV. The largest force on an atom is 0.53 eV/Å. The value obtained for the energy above the lowest of the compared OMol25 structures with the same formula, charge and spin is 218.1 kJ/mol. Its total charge is -1. As for the HOMO energy (alpha / beta): -5.60 / -5.89 eV. The orbital gap (alpha / beta) is 6.84 / 5.74 eV.



# 2
A molecular structure, C37H29InN2O2S6Si in a non-equilibrium geometry. Source: the OMol25 dataset; level of theory: ωB97M-V/def2-TZVPD.

XYZ file:
```
78
Properties=species:S:1:pos:R:3:forces:R:3
In -0.2664 -0.1584 -0.0932 0.197 -0.264 -0.238
C 3.0161 2.6175 1.9066 -0.030 0.046 -0.019
C 2.3990 1.5109 1.0869 -0.675 0.637 0.441
N 1.1126 1.5172 0.9118 0.118 -1.293 -0.378
N 0.4826 2.6364 1.3296 0.635 1.259 0.088
C -0.7878 2.6631 1.4893 -0.012 0.314 0.314
S -1.9496 1.4498 1.4917 -0.388 -0.357 -0.087
S -1.3434 4.3581 1.7760 -0.308 0.153 -0.278
C -0.7442 5.0963 0.2104 -0.308 -0.323 0.440
C 0.4025 6.0481 0.3339 0.041 0.144 -0.002
C 0.5692 7.0239 -0.6431 0.027 -0.018 0.004
C 1.6282 7.9115 -0.5825 0.043 0.107 -0.057
C 2.5333 7.8378 0.4641 0.142 0.145 -0.074
C 2.3749 6.8684 1.4392 0.089 0.027 0.058
C 1.3165 5.9799 1.3754 0.006 -0.053 0.021
C 3.2536 0.4715 0.5681 0.050 -0.778 -0.228
C 4.5941 0.7472 0.2863 0.025 0.065 -0.101
C 5.4576 -0.2172 -0.1893 0.335 0.224 -0.030
C 4.9828 -1.5104 -0.3925 0.046 -0.096 0.061
C 3.6820 -1.8239 -0.1039 -0.081 -0.118 -0.126
C 2.7611 -0.8574 0.3734 0.419 0.132 0.079
O 1.5633 -1.2054 0.6622 -0.440 -0.090 -0.048
H 2.3487 2.8333 2.7410 0.097 0.098 -0.041
H 3.1008 3.5286 1.3103 -0.001 0.071 0.053
H 3.9936 2.3331 2.2884 0.019 -0.027 -0.078
H -1.6054 5.6015 -0.2271 0.071 -0.031 -0.155
H -0.4645 4.2506 -0.4219 -0.093 0.087 -0.075
H -0.1331 7.0753 -1.4647 -0.070 0.007 -0.049
H 1.7473 8.6635 -1.3523 0.009 0.023 -0.025
H 3.3631 8.5308 0.5110 0.043 0.039 0.020
H 3.0829 6.8041 2.2549 0.039 -0.023 0.050
H 1.1825 5.2169 2.1267 -0.002 -0.084 0.057
H 4.9489 1.7656 0.3911 0.055 -0.002 0.097
H 6.4929 0.0242 -0.4037 -0.064 0.062 -0.041
H 5.6450 -2.2747 -0.7840 0.021 -0.021 0.001
H 3.3009 -2.8203 -0.2833 -0.070 -0.047 0.030
O -1.9419 0.2428 -6.9626 -0.186 0.025 -0.515
C -1.5225 0.2012 -5.8305 0.229 -0.086 0.465
S -0.8337 -1.2341 -5.0808 0.015 0.043 0.167
C -0.4620 -0.5376 -3.4912 -0.244 0.481 -0.477
C -0.7895 0.7662 -3.3366 -0.005 -0.391 -0.417
S -0.5975 1.7292 -1.9166 0.058 -0.041 0.662
S -1.5175 1.5685 -4.7293 -0.043 0.045 0.089
S 0.2508 -1.5768 -2.3264 0.161 -0.241 0.444
C 0.2520 -2.1443 5.5802 0.038 0.048 0.173
C -0.3978 -1.0336 5.0655 0.012 0.026 0.114
C -0.9325 -1.0766 3.7908 -0.116 0.171 0.113
C -0.8361 -2.2182 3.0019 -0.081 -0.095 -0.464
C -0.2020 -3.3307 3.5445 -0.028 -0.084 -0.044
C 0.3397 -3.2963 4.8183 0.103 -0.170 0.125
Si -1.4074 -2.1408 1.1908 -0.069 0.269 -0.166
C -3.2858 -1.8506 1.1589 0.467 -0.114 0.112
C -4.0648 -1.7274 2.3032 0.097 -0.064 0.026
C -5.3850 -1.3215 2.2252 -0.215 0.045 0.121
C -5.9548 -1.0415 0.9946 -0.092 0.012 0.015
C -5.1994 -1.1820 -0.1593 -0.161 0.028 -0.099
C -3.8784 -1.5745 -0.0702 0.092 -0.058 -0.165
C -1.0215 -3.8044 0.3767 -0.256 0.402 0.215
C 0.3025 -4.2199 0.3009 0.197 -0.014 0.038
C 0.6526 -5.3620 -0.3924 0.113 -0.191 -0.063
C -0.3234 -6.1073 -1.0370 0.065 -0.138 -0.083
C -1.6469 -5.7070 -0.9710 -0.094 -0.189 -0.137
C -1.9885 -4.5662 -0.2665 -0.156 0.029 0.056
H 0.6901 -2.1082 6.5704 0.012 -0.019 0.036
H -0.4775 -0.1273 5.6520 0.001 0.050 0.030
H -1.4266 -0.2036 3.3896 0.029 0.143 -0.003
H -0.1255 -4.2329 2.9552 0.060 -0.125 -0.038
H 0.8421 -4.1703 5.2168 0.009 -0.025 0.000
H -3.6184 -1.9334 3.2657 0.010 0.009 0.153
H -5.9693 -1.2059 3.1298 -0.032 0.003 0.040
H -6.9792 -0.6990 0.9352 -0.082 0.006 -0.007
H -5.6363 -0.9611 -1.1240 -0.009 0.025 -0.060
H -3.2765 -1.6567 -0.9689 0.002 0.075 -0.114
H 1.0602 -3.6120 0.7718 0.190 0.088 0.008
H 1.6898 -5.6704 -0.4492 0.033 0.028 -0.004
H -0.0488 -6.9906 -1.6024 -0.004 -0.010 0.005
H -2.4121 -6.2809 -1.4823 -0.001 0.010 0.008
H -3.0224 -4.2505 -0.2212 -0.104 -0.018 -0.039
```
Forces are in eV/Å.

For the electronic energy, the calculation gives -123982.5339 eV. The largest force on an atom is 1.41 eV/Å. Its total charge is -2. As for the HOMO energy: -1.39 eV. The orbital gap is 5.51 eV.



# 3
A molecular structure, C37H29NO5PS2SiZr in a non-equilibrium geometry. Source: the OMol25 dataset; level of theory: ωB97M-V/def2-TZVPD.

XYZ file:
```
77
Properties=species:S:1:pos:R:3:forces:R:3
Zr 1.1299 1.0727 0.5363 -0.388 1.191 1.150
O 3.4514 -2.2201 2.1683 0.157 -0.134 0.006
C 3.0588 -1.1033 1.6449 -0.173 0.053 0.066
O 2.0222 -0.5205 1.9733 -0.066 -0.257 0.024
C 3.9291 -0.4619 0.6222 -0.023 0.064 -0.143
C 5.1992 -0.7739 0.1882 -0.002 -0.080 0.057
C 5.8007 0.1109 -0.7102 -0.024 0.040 -0.047
C 5.1794 1.3035 -1.0592 -0.049 -0.034 0.009
C 3.9244 1.5588 -0.5231 0.079 0.209 0.372
N 3.3200 0.6476 0.2210 0.523 -0.153 -0.224
C 3.1983 2.9132 -0.3614 0.689 -0.064 -0.292
O 3.6006 3.9090 -0.8903 -0.108 -0.039 -0.019
O 2.2242 2.7735 0.4989 0.563 0.731 -0.267
H 2.7678 -2.5554 2.7811 -0.085 0.001 -0.027
H 5.7124 -1.6568 0.5412 -0.033 -0.026 -0.017
H 6.7861 -0.1097 -1.0981 0.007 -0.015 0.031
H 5.6584 2.0398 -1.6893 0.011 0.029 0.041
S -0.2273 2.7469 -0.9815 -0.390 -0.150 0.425
P -1.2852 2.8897 0.7380 -0.692 0.326 -0.365
S -0.4143 1.9152 2.3365 -0.141 -0.374 -0.170
C -2.9092 2.1597 0.3469 0.222 0.075 0.089
C -2.9194 0.9616 -0.3699 -0.076 0.049 0.127
C -4.1167 0.4200 -0.7997 0.026 -0.029 -0.018
C -5.3100 1.0769 -0.5234 -0.038 0.016 0.003
C -5.3047 2.2580 0.2006 -0.017 -0.006 0.018
C -4.1051 2.8061 0.6356 0.060 0.015 0.074
C -1.5049 4.5898 1.2996 0.156 -0.212 -0.084
C -2.1866 4.8219 2.4946 0.076 0.046 -0.010
C -2.2952 6.1159 2.9721 -0.042 -0.039 0.029
C -1.7084 7.1645 2.2736 0.028 0.033 -0.017
C -1.0207 6.9270 1.0938 -0.005 0.024 -0.013
C -0.9155 5.6349 0.5995 -0.098 -0.053 -0.020
H -1.9906 0.4666 -0.6199 0.032 0.004 -0.092
H -4.1149 -0.5013 -1.3691 0.016 0.003 0.013
H -6.2454 0.6733 -0.8883 -0.001 -0.026 0.040
H -6.2342 2.7647 0.4231 0.002 0.011 -0.026
H -4.1055 3.7394 1.1818 -0.041 0.010 -0.048
H -2.6068 3.9935 3.0529 -0.018 0.034 0.033
H -2.8280 6.3078 3.8938 0.014 -0.004 0.006
H -1.7769 8.1722 2.6616 -0.025 -0.001 -0.010
H -0.5580 7.7452 0.5589 -0.002 0.001 0.004
H -0.3751 5.4295 -0.3154 0.027 0.049 0.015
O 0.6254 -0.2304 -0.7450 -0.069 -0.909 -0.655
Si 0.2021 -1.8285 -0.8083 -0.129 -0.951 0.185
C 1.6870 -2.7664 -1.4749 -0.141 0.256 -0.047
C 2.7769 -2.0820 -2.0163 -0.100 -0.035 -0.021
C 3.8852 -2.7680 -2.4951 0.057 0.034 -0.024
C 3.9223 -4.1530 -2.4394 0.031 0.042 -0.026
C 2.8337 -4.8533 -1.9368 -0.043 -0.046 -0.021
C 1.7263 -4.1643 -1.4696 -0.102 0.042 -0.002
C -1.3482 -2.1266 -1.8018 0.172 0.201 0.069
C -2.3596 -2.9551 -1.3115 0.074 0.011 0.078
C -3.4846 -3.2317 -2.0750 -0.035 -0.017 -0.050
C -3.6139 -2.6795 -3.3417 -0.009 -0.039 0.035
C -2.6234 -1.8425 -3.8400 0.004 0.025 -0.030
C -1.4991 -1.5720 -3.0763 0.019 0.041 0.017
C -0.1103 -2.3671 0.9835 -0.044 -0.026 -0.321
C 0.5449 -3.4338 1.6054 0.112 0.078 -0.012
C 0.3489 -3.7104 2.9529 0.029 -0.046 0.055
C -0.5253 -2.9337 3.7053 0.044 0.007 -0.037
C -1.2182 -1.9006 3.0945 -0.068 0.059 0.037
C -1.0168 -1.6300 1.7479 -0.073 -0.106 -0.045
H 2.7294 -1.0010 -2.1029 0.099 0.012 0.040
H 4.7156 -2.2249 -2.9301 -0.006 0.008 0.000
H 4.7882 -4.6839 -2.8133 -0.019 -0.024 0.003
H 2.8385 -5.9356 -1.9304 0.021 0.005 0.017
H 0.8631 -4.7192 -1.1162 0.046 -0.054 0.006
H -2.2650 -3.3882 -0.3214 -0.040 -0.004 -0.024
H -4.2589 -3.8778 -1.6820 0.001 -0.012 -0.009
H -4.4840 -2.9076 -3.9436 -0.009 0.032 0.005
H -2.7278 -1.4067 -4.8252 0.007 -0.005 0.002
H -0.7284 -0.9201 -3.4749 -0.023 -0.001 -0.023
H 1.2211 -4.0562 1.0319 0.055 0.008 0.047
H 0.8615 -4.5468 3.4160 -0.031 -0.003 -0.029
H -0.6807 -3.1502 4.7539 -0.001 0.002 0.003
H -1.9246 -1.3092 3.6635 0.011 0.005 -0.008
H -1.6058 -0.8502 1.2772 0.003 0.089 0.063
```
Forces are in eV/Å.

For the electronic energy, the calculation gives -90688.5103 eV. The largest force on an atom is 1.70 eV/Å. The value obtained for the energy above the lowest of the compared OMol25 structures with the same formula, charge and spin is 109.9 kJ/mol. Its total charge is +1. As for the HOMO energy: -11.36 eV. The orbital gap is 7.25 eV.



- Which value of largest force on an atom does entry 2 give?
  1.41 eV/Å



- What is the formula in the first record?
  C37H29F6N7O5S5Ti



- What is the total charge in the third record?
  +1